Below is 4 unconnected molecules or ions with the total composition C19H35Br2F3N2O12 at a distorted geometry, with properties calculated with the ωB97M-V functional and the def2-TZVPD basis.

Geometry as ORCA input:
```
! RIJCOSX wB97M-V def2-TZVPD def2/J DEFGRID3
* xyz 0 1
N 1.32 2.04 0.19
C 1.00 2.59 -1.20
C 0.76 4.20 -1.04
O -0.27 4.57 -0.04
C -1.63 4.33 -0.54
C -2.49 3.49 0.62
C -2.43 1.86 0.41
C -3.76 1.20 -0.28
F -4.93 1.06 0.66
Br -3.24 -0.73 -0.72
C -4.20 1.86 -1.72
F -3.02 1.97 -2.66
F -5.11 0.85 -2.38
Br -5.27 3.55 -1.58
O 2.03 2.23 -2.22
N 1.46 1.24 -2.96
O 1.61 0.19 -2.31
H 0.46 2.03 0.80
H 1.77 1.10 0.14
H -0.02 2.14 -1.63
H 1.78 4.67 -0.64
H 0.56 4.71 -2.09
H -2.22 5.32 -0.83
H -1.53 3.72 -1.54
H -1.90 3.72 1.64
H -3.57 3.93 0.79
H -2.35 1.39 1.50
H -1.48 1.47 -0.16
C 6.84 -0.17 0.34
C 6.13 0.90 1.15
O 4.99 0.35 1.84
C 5.28 -0.37 2.95
O 6.39 -0.58 3.41
O 4.11 -0.85 3.45
C 4.27 -1.71 4.57
H 6.14 -0.67 -0.33
H 7.65 0.28 -0.25
H 7.27 -0.93 0.99
H 5.74 1.67 0.47
H 6.80 1.40 1.85
H 4.87 -1.24 5.36
H 4.73 -2.65 4.25
H 3.28 -1.93 4.98
C -3.42 -2.03 6.82
C -3.94 -0.61 6.67
O -4.18 -0.30 5.29
C -5.31 -0.82 4.76
O -6.13 -1.50 5.35
O -5.37 -0.46 3.46
C -6.48 -1.03 2.75
H -2.55 -2.20 6.19
H -3.16 -2.24 7.86
H -4.18 -2.76 6.51
H -3.17 0.09 7.02
H -4.83 -0.44 7.27
H -7.42 -0.81 3.26
H -6.33 -2.11 2.64
H -6.51 -0.58 1.76
C 1.40 -2.19 -4.04
C 2.44 -1.83 -5.08
O 2.76 -2.95 -5.91
C 1.85 -3.25 -6.86
O 0.81 -2.65 -7.08
O 2.28 -4.35 -7.53
C 1.35 -4.83 -8.50
H 1.71 -3.07 -3.47
H 1.22 -1.36 -3.35
H 0.44 -2.45 -4.51
H 3.37 -1.54 -4.57
H 2.13 -0.97 -5.68
H 1.06 -4.04 -9.20
H 0.47 -5.25 -8.01
H 1.84 -5.63 -9.07
*
```

Results
Gap between HOMO and LUMO, eV: 8.69
Energy, eV: -196050.3151
SMILES string: N[C@@H](COCCC[C@](F)(Br)C(F)(F)Br)ON=O.CCOC(=O)OC.CCOC(=O)OC.CCOC(=O)OC
Highest occupied orbital energy, eV: -9.868

***

Below is a molecular structure, C4H6N2O2 at a distorted geometry, with properties calculated with the ωB97M-V functional and the def2-TZVPD basis.

Geometry as ORCA input:
```
! RIJCOSX wB97M-V def2-TZVPD def2/J DEFGRID3
* xyz 0 1
C -0.10 0.09 -0.92
C 0.85 0.76 0.99
C 0.38 -0.57 1.25
C -0.02 -0.95 -0.09
H -0.60 0.11 -3.19
H -1.82 0.07 -1.93
H 0.90 1.88 -0.78
H 1.01 1.53 2.94
H 0.29 -1.25 2.17
H -1.27 -2.64 0.56
N -0.81 0.32 -2.06
N 0.44 1.14 -0.23
O 1.51 1.68 1.81
O -0.75 -2.17 -0.53
*
```

Results
Energy relative to the best compared isomer or geometry (same formula, charge and spin), kcal per mole: 125.18
Gap between HOMO and LUMO, eV: 7.78
Energy, eV: -11315.6136
Highest occupied orbital energy, eV: -7.591

***

Below is a molecular structure, C37H37AsFN4O11STcTe, with properties calculated with the ωB97M-V functional and the def2-TZVPD basis.

Geometry as ORCA input:
```
! RIJCOSX wB97M-V def2-TZVPD def2/J DEFGRID3
* xyz -1 2
Tc -0.05 0.53 -1.17
C 1.81 4.52 5.32
C 1.33 3.19 4.77
N 0.78 3.30 3.42
C 1.56 2.92 2.38
C 1.12 2.66 1.12
C 2.17 2.18 0.13
O 3.33 2.48 0.36
O 1.75 1.51 -0.87
C -0.28 2.69 0.88
O -0.88 2.20 -0.08
C -1.09 3.33 1.92
C -2.44 3.57 1.65
C -3.24 3.97 2.67
F -4.58 4.19 2.46
C -2.76 4.13 3.97
C -1.42 3.93 4.23
C -0.56 3.53 3.20
N -3.65 4.41 5.07
C -4.57 3.31 5.31
C -5.29 3.52 6.62
N -6.01 4.85 6.55
C -5.06 5.98 6.26
C -4.35 5.68 4.96
H 2.21 4.39 6.32
H 1.00 5.25 5.36
H 2.60 4.93 4.68
H 0.57 2.73 5.40
H 2.13 2.46 4.71
H 2.61 2.78 2.60
H -2.80 3.40 0.64
H -1.08 4.05 5.25
H -4.00 2.38 5.37
H -5.31 3.18 4.50
H -4.59 3.60 7.45
H -6.03 2.75 6.82
H -6.53 5.02 7.41
H -6.70 4.79 5.79
H -4.36 6.02 7.09
H -5.64 6.90 6.21
H -3.62 6.47 4.77
H -5.07 5.71 4.13
O -0.89 -1.77 2.67
As 0.43 -0.70 2.28
O 0.54 0.43 3.46
O 0.11 -0.05 0.77
C 2.04 -1.79 2.34
C 2.98 -1.32 3.25
C 4.17 -2.00 3.47
C 4.43 -3.17 2.77
C 3.49 -3.66 1.87
C 2.31 -2.97 1.64
S 1.24 -3.72 0.39
O 1.73 -2.93 -0.86
O -0.12 -3.23 0.72
O -0.56 -0.67 -2.14
H -0.86 -2.46 1.97
H 2.76 -0.41 3.80
H 4.90 -1.62 4.17
H 5.36 -3.71 2.93
H 3.68 -4.57 1.31
C 1.82 -3.29 -6.34
C 0.49 -2.60 -6.21
C -0.68 -3.29 -6.51
C -1.92 -2.68 -6.33
C -2.00 -1.38 -5.86
C -0.83 -0.67 -5.60
N -0.86 0.64 -5.07
C -1.87 1.57 -5.21
C -2.68 1.58 -6.36
C -3.68 2.53 -6.53
C -3.89 3.50 -5.57
C -3.07 3.52 -4.45
C -2.06 2.59 -4.25
C -1.22 2.79 -2.99
O -1.49 3.73 -2.26
O -0.24 1.95 -2.78
C 0.42 -1.27 -5.76
C 1.67 -0.52 -5.39
H 1.68 -4.33 -6.65
H 2.35 -3.29 -5.39
H 2.46 -2.80 -7.07
H -0.62 -4.31 -6.85
H -2.83 -3.24 -6.53
H -2.96 -0.93 -5.67
H -0.30 0.81 -4.25
H -2.51 0.85 -7.13
H -4.28 2.50 -7.43
H -4.67 4.25 -5.69
H -3.18 4.28 -3.69
H 1.54 0.55 -5.52
H 2.52 -0.84 -6.00
H 1.94 -0.70 -4.35
Te 3.31 -3.88 -1.93
*
```

Results
⟨S²⟩: 0.75
Energy relative to the best compared isomer or geometry (same formula, charge and spin), kcal per mole: 0.00
Gap between HOMO and LUMO, eV: 2.49
Energy, eV: -151335.9984
Highest occupied orbital energy, eV: -3.139

***

Below is a molecular structure, C19H13N2ReS3Te, with properties calculated with the ωB97M-V functional and the def2-TZVPD basis.

Geometry as ORCA input:
```
! RIJCOSX wB97M-V def2-TZVPD def2/J DEFGRID3
* xyz 1 2
Re 0.37 0.11 -0.56
S 0.51 -1.85 1.02
C 2.11 -1.29 0.86
N 2.22 -0.17 0.12
C 3.54 0.27 -0.04
C 3.97 1.39 -0.73
C 5.33 1.65 -0.75
C 6.23 0.82 -0.09
C 5.80 -0.30 0.60
C 4.44 -0.56 0.62
S 3.61 -1.89 1.42
H 3.26 2.03 -1.24
H 5.69 2.52 -1.29
H 7.29 1.05 -0.13
H 6.51 -0.94 1.12
C -0.51 0.89 -2.34
C -1.37 -0.27 -2.07
C -0.77 -1.55 -2.10
C -1.48 -2.69 -1.69
C -2.76 -2.54 -1.21
C -3.36 -1.27 -1.12
C -2.67 -0.15 -1.51
C -3.50 -3.70 -0.79
N -4.10 -4.61 -0.44
H -0.99 1.86 -2.35
H 0.16 0.73 -3.19
H 0.21 -1.67 -2.55
H -1.02 -3.66 -1.75
H -4.36 -1.19 -0.73
H -3.11 0.83 -1.42
Te -0.53 1.90 0.87
C -0.55 3.60 -0.35
C -1.64 4.33 -0.75
C -1.28 5.42 -1.59
C 0.06 5.50 -1.80
S 0.90 4.26 -0.99
H -2.65 4.11 -0.46
H -1.99 6.12 -2.01
H 0.60 6.24 -2.38
*
```

Results
⟨S²⟩: 0.83
Energy relative to the best compared isomer or geometry (same formula, charge and spin), kcal per mole: 13.27
Gap between HOMO and LUMO (spin up / spin down), eV: 6.25 / 6.55
Energy, eV: -64815.1088
Highest occupied orbital energy (spin up / spin down), eV: -11.525 / -11.361

***

Below is a molecular structure, C10H11CuN7, with properties calculated with the ωB97M-V functional and the def2-TZVPD basis.

Geometry as ORCA input:
```
! RIJCOSX wB97M-V def2-TZVPD def2/J DEFGRID3
* xyz 1 1
Cu -0.15 0.35 -0.97
N -0.89 -3.81 -1.48
C -1.47 -2.64 -1.19
N -0.54 -1.71 -1.15
C 0.61 -2.39 -1.42
N 0.43 -3.67 -1.63
C 1.89 -1.69 -1.47
C 3.10 -2.32 -1.72
N 4.24 -1.65 -1.76
C 4.18 -0.34 -1.55
C 2.98 0.30 -1.30
N 1.83 -0.37 -1.26
H -1.32 -4.72 -1.59
H -2.53 -2.51 -1.03
H 3.14 -3.39 -1.90
H 5.11 0.22 -1.58
H 2.93 1.37 -1.13
C 0.43 3.39 0.49
C -0.78 3.16 -0.34
N -1.12 2.03 -0.94
C -2.31 2.27 -1.60
C -2.69 3.55 -1.39
N -1.71 4.10 -0.60
H 1.01 2.47 0.54
H 0.16 3.68 1.50
H 1.06 4.18 0.07
H -2.81 1.50 -2.17
H -3.54 4.11 -1.73
H -1.69 5.04 -0.26
*
```

Results
Energy relative to the best compared isomer or geometry (same formula, charge and spin), kcal per mole: 0.00
Gap between HOMO and LUMO, eV: 8.79
Energy, eV: -65614.7612
Highest occupied orbital energy, eV: -12.054

***

Below is a molecular structure, C11H17ClN3O2Os, with properties calculated with the ωB97M-V functional and the def2-TZVPD basis.

Geometry as ORCA input:
```
! RIJCOSX wB97M-V def2-TZVPD def2/J DEFGRID3
* xyz 3 1
Os 0.39 -0.33 0.27
N -0.92 -1.88 0.65
C -0.77 -2.40 2.06
C -0.67 -1.20 2.96
N 0.40 -0.30 2.41
C 1.76 -0.64 2.95
C 2.79 0.03 2.07
N 2.48 -0.38 0.65
H -1.90 -1.59 0.53
H -0.79 -2.64 -0.02
H 0.14 -3.01 2.08
H -1.61 -3.05 2.30
H -0.45 -1.47 3.99
H -1.60 -0.64 2.95
H 0.18 0.64 2.72
H 1.87 -1.72 2.92
H 1.85 -0.32 3.99
H 3.81 -0.24 2.33
H 2.70 1.12 2.12
H 2.82 -1.33 0.49
H 3.01 0.19 -0.01
Cl -2.38 3.37 -5.31
C -1.62 2.34 -4.23
C -0.73 1.35 -4.74
C -0.10 0.48 -3.90
C -0.30 0.59 -2.49
O 0.31 -0.22 -1.72
C -1.23 1.60 -1.98
C -1.57 1.66 -0.61
O -1.11 0.92 0.33
C -1.88 2.45 -2.87
H -0.57 1.29 -5.81
H 0.58 -0.27 -4.26
H -2.30 2.41 -0.28
H -2.59 3.19 -2.52
*
```

Results
Gap between HOMO and LUMO (spin up / spin down), eV: 4.78 / 4.67
Energy, eV: -35207.8491
Highest occupied orbital energy (spin up / spin down), eV: -18.371 / -18.307

***

Below is a molecular structure, C35H47AsCl5FHoO3 at a distorted geometry, with properties calculated with the ωB97M-V functional and the def2-TZVPD basis.

Geometry as ORCA input:
```
! RIJCOSX wB97M-V def2-TZVPD def2/J DEFGRID3
* xyz -1 5
Ho -0.55 -0.12 -0.36
C -1.32 -3.11 -0.25
C -0.32 -3.41 -1.19
C 0.92 -2.98 -0.63
C 0.63 -2.40 0.63
C -0.77 -2.50 0.90
C -1.41 -2.53 2.28
C -0.43 -2.13 3.38
C -2.64 -1.62 2.37
C -1.87 -3.97 2.56
C 2.37 -3.05 -1.11
C 2.63 -1.96 -2.17
C 2.80 -4.43 -1.63
C 3.34 -2.77 0.06
C -0.69 -4.15 -2.47
C -2.18 -3.92 -2.78
C 0.06 -3.66 -3.71
C -0.47 -5.66 -2.29
H -2.36 -3.37 -0.33
H 1.37 -2.23 1.40
H -0.13 -1.09 3.28
H 0.46 -2.76 3.36
H -0.90 -2.25 4.36
H -2.36 -0.58 2.19
H -3.10 -1.69 3.35
H -3.38 -1.91 1.62
H -1.04 -4.66 2.43
H -2.66 -4.26 1.87
H -2.25 -4.07 3.58
H 2.09 -2.17 -3.08
H 3.70 -1.89 -2.41
H 2.30 -1.00 -1.78
H 2.33 -4.68 -2.58
H 2.53 -5.19 -0.91
H 3.88 -4.45 -1.78
H 3.21 -1.76 0.46
H 4.37 -2.85 -0.29
H 3.19 -3.50 0.85
H -2.40 -2.86 -2.75
H -2.82 -4.45 -2.07
H -2.42 -4.31 -3.77
H 0.03 -2.58 -3.74
H -0.41 -4.05 -4.61
H 1.09 -3.99 -3.74
H -1.05 -6.03 -1.44
H 0.57 -5.90 -2.11
H -0.79 -6.20 -3.18
Cl -2.91 3.23 1.01
C -1.32 3.05 1.69
C -0.62 1.86 1.46
C 0.60 1.83 2.14
Cl 1.56 0.41 1.90
C 1.10 2.83 2.96
Cl 2.59 2.66 3.82
C 0.37 4.01 3.10
Cl 0.96 5.30 4.07
C -0.85 4.12 2.45
Cl -1.75 5.59 2.58
C 2.56 1.49 -3.50
As 1.67 2.26 -1.93
C 0.58 3.83 -2.33
C 3.16 3.24 -1.07
O 1.27 1.16 -0.80
H 2.57 2.20 -4.32
H 2.02 0.60 -3.79
H 3.58 1.22 -3.21
H 1.20 4.53 -2.87
H 0.27 4.28 -1.38
H -0.29 3.56 -2.91
H 3.72 3.87 -1.76
H 3.84 2.52 -0.61
H 2.74 3.86 -0.28
C -1.14 -0.16 -4.73
C -0.67 0.12 -3.31
O -0.65 -0.82 -2.48
O -0.28 1.28 -3.05
H -1.77 -1.04 -4.74
H -0.28 -0.31 -5.38
H -1.71 0.70 -5.09
F -4.27 2.75 -5.50
C -3.95 2.12 -4.32
C -3.19 2.78 -3.37
C -2.89 2.15 -2.19
C -3.34 0.84 -1.91
C -3.04 0.19 -0.64
C -4.12 0.22 -2.90
C -4.43 0.84 -4.09
H -2.83 3.78 -3.59
H -2.28 2.67 -1.46
H -3.66 -0.72 -0.54
H -3.32 0.86 0.19
H -4.49 -0.78 -2.70
H -5.04 0.35 -4.83
*
```

Results
⟨S²⟩: 6.00
Energy relative to the best compared isomer or geometry (same formula, charge and spin), kcal per mole: 19.16
Gap between HOMO and LUMO (spin up / spin down), eV: 6.50 / 6.48
Energy, eV: -195170.1612
Highest occupied orbital energy (spin up / spin down), eV: -4.235 / -4.220